Entry 1
Below is 5 unconnected molecules or ions with the total composition C3H16N6O5, with properties calculated with wB97M-V/def2-TZVPD.

## Properties
HOMO level: -9.47 eV
gap between HOMO and LUMO: 9.826 eV
SMILES: NC(N)=O.NC(N)=O.NC(N)=O.O.O

Bonds (Å) are listed after each position.
Element x y z (Å)
1 O -0.71 0.84 2.48  H22 0.939, H26 1.029
2 O -0.21 6.79 -0.01  C14 1.237
3 O -0.37 -2.30 2.67  H21 0.993, H28 0.891
4 O 0.74 1.29 0.08  C13 1.272
5 O -0.66 -3.16 -1.74  C12 1.237
6 N 0.72 0.35 -1.97  C13 1.377, H24 1.007, H25 1.003
7 N 0.25 -5.26 -1.82  C12 1.369, H16 0.996, H27 1.014
8 N 0.03 -0.83 -0.09  C13 1.294, H19 1.005, H20 1.061
9 N 0.04 -4.12 0.21  C12 1.394, H18 1.026, H30 1.023
10 N -0.56 4.67 0.94  C14 1.361, H23 1.007, H29 1.010
11 N 0.83 4.90 -0.82  C14 1.412, H15 1.019, H17 0.999
12 C -0.13 -4.12 -1.18  O5 1.237, N7 1.369, N9 1.394
13 C 0.53 0.24 -0.61  O4 1.272, N6 1.377, N8 1.294
14 C -0.02 5.57 0.08  O2 1.237, N10 1.361, N11 1.412
15 H 0.38 4.07 -1.18  N11 1.019
16 H 0.81 -5.99 -1.42  N7 0.996
17 H 1.09 5.41 -1.64  N11 0.999
18 H 0.34 -4.93 0.75  N9 1.026
19 H -0.36 -1.57 -0.65  N8 1.005
20 H -0.23 -0.72 0.93  N8 1.061
21 H -1.26 -2.73 2.62  O3 0.993
22 H -1.46 1.21 2.05  O1 0.939
23 H -0.03 3.81 0.97  N10 1.007
24 H 0.24 -0.30 -2.57  N6 1.007
25 H 1.18 1.14 -2.38  N6 1.003
26 H -0.05 0.90 1.70  O1 1.029
27 H 0.11 -5.38 -2.82  N7 1.014
28 H -0.47 -1.44 2.88  O3 0.891
29 H -0.93 4.88 1.86  N10 1.010
30 H 0.17 -3.22 0.68  N9 1.023

***

Entry 2
Below is 5 unconnected molecules or ions with the total composition C3H16N6O5, with properties calculated with wB97M-V/def2-TZVPD.

## Properties
HOMO level: -9.48 eV
gap between HOMO and LUMO: 9.417 eV
SMILES: NC(N)=O.NC(N)=O.NC(N)=O.O.O

Bonds (Å) are listed after each position.
Element x y z (Å)
1 O -4.97 3.12 1.53  C14 1.227
2 O -1.75 -2.16 -5.82  C12 1.233
3 O 2.61 -1.41 2.86  C13 1.179
4 O 1.53 2.78 -0.60  H16 0.957, H28 0.957
5 O -0.63 -0.42 -0.07  H26 0.957, H29 0.957
6 N 4.71 -0.76 3.17  C13 1.303, H20 1.010, H24 1.010
7 N -3.23 1.68 1.76  C14 1.297, H15 1.010, H22 1.010
8 N -3.02 3.30 0.43  C14 1.316, H17 1.010, H21 1.010
9 N 4.26 -2.85 3.24  C13 1.333, H23 1.010, H25 1.010
10 N -1.85 -2.72 -3.63  C12 1.301, H18 1.010, H27 1.010
11 N -1.37 -0.72 -4.14  C12 1.301, H19 1.010, H30 1.010
12 C -1.70 -1.88 -4.62  O2 1.233, N10 1.301, N11 1.301
13 C 3.76 -1.64 3.04  O3 1.179, N6 1.303, N9 1.333
14 C -3.82 2.74 1.31  O1 1.227, N7 1.297, N8 1.316
15 H -2.56 1.23 1.16  N7 1.010
16 H 2.14 2.85 -1.34  O4 0.957
17 H -2.02 3.21 0.48  N8 1.010
18 H -1.38 -2.33 -2.83  N10 1.010
19 H -1.17 0.04 -4.78  N11 1.010
20 H 5.69 -1.01 3.23  N6 1.010
21 H -3.48 4.05 -0.08  N8 1.010
22 H -3.57 1.23 2.61  N7 1.010
23 H 3.57 -3.55 3.00  N9 1.010
24 H 4.47 0.22 3.22  N6 1.010
25 H 5.26 -2.98 3.20  N9 1.010
26 H -0.20 -0.85 0.67  O5 0.957
27 H -1.92 -3.70 -3.85  N10 1.010
28 H 2.10 2.79 0.17  O4 0.957
29 H -0.14 0.39 -0.19  O5 0.957
30 H -1.30 -0.61 -3.14  N11 1.010

***

Which structure is the least stable? The one labeled entry 2.